{"formula": "C19H37BCl4CsFMgNO16PS", "method": "ωB97M-V with the def2-TZVPD basis set", "symbols": ["C", "H", "C", "H", "Cs", "H", "Cl", "H", "H", "H", "O", "C", "H", "H", "O", "H", "Mg", "Cl", "H", "H", "H", "H", "H", "C", "O", "C", "O", "C", "C", "O", "H", "O", "H", "Cl", "S", "H", "O", "P", "H", "C", "H", "H", "Cl", "C", "N", "H", "O", "B", "O", "C", "C", "C", "H", "C", "O", "O", "H", "O", "H", "C", "O", "H", "O", "H", "H", "F", "H", "C", "C", "H", "H", "H", "C", "H", "H", "H", "H", "H", "C", "O", "H", "C", "O"], "coordinates": [[4.136640, 1.322621, -6.022739], [-1.211917, -3.299881, -3.843673], [-8.140698, -2.019046, 7.004632], [-1.067640, 4.989327, -1.782130], [8.994977, 1.508098, -6.062545], [-3.076199, -2.562803, -2.611766], [6.607953, 0.879389, -5.188063], [0.464744, -2.679933, 4.097501], [-1.127729, 0.778118, 4.564565], [-0.577888, 1.290910, 7.540931], [-1.806840, 3.406255, -2.856505], [0.232413, -1.606991, 4.115004], [-4.688254, -0.437813, 6.257638], [-0.218623, 2.154958, 5.167858], [-1.986772, -0.090017, 6.886197], [-6.259920, -0.914355, 4.403442], [-0.908196, -3.744180, -0.966200], [1.849937, -1.342803, 0.089834], [-0.060349, 3.518926, -1.767778], [-1.201843, -2.610966, 2.124951], [-0.811840, -0.408409, -4.589658], [-8.472632, -1.920014, 4.881825], [0.273585, -2.619230, -4.549220], [0.586590, -1.030844, 5.482009], [4.965721, 2.402472, -5.443537], [1.782162, 0.416547, -0.017352], [11.466644, -2.949142, -9.152588], [-6.539572, -1.149464, 5.425442], [-2.271833, -0.356398, 8.243146], [3.858116, 4.919598, -5.413986], [-2.539343, -1.470451, 2.357271], [0.435134, 1.180655, -5.089690], [-9.111296, -2.456803, 7.214425], [-2.684592, -1.024196, 0.496698], [4.598003, 3.876253, -6.240909], [2.616505, 0.842354, 0.538861], [-1.159647, -1.461553, 3.861691], [12.670906, -2.175999, -8.605021], [-2.819280, -1.299359, 8.300762], [-7.253053, -1.762287, 8.045219], [0.840299, 0.760648, 0.409736], [0.134708, 3.694934, -6.111342], [1.880896, 0.948326, -1.701455], [-6.011460, -1.193004, 7.777298], [-1.138190, -1.195829, -4.044737], [-0.108632, -1.359529, 6.256057], [3.594962, 3.220044, -7.462258], [0.695870, 1.847214, -6.351907], [-2.034678, 0.355853, -2.696555], [-1.849237, -0.832189, -2.939961], [-2.385798, -1.925805, -2.049345], [2.935672, 2.171661, -6.699495], [1.096525, 1.588546, -4.459275], [-0.510096, 1.124491, 5.395134], [5.822800, 4.444226, -6.934693], [1.804704, 1.481703, -7.253663], [-5.320773, -0.989873, 8.589375], [0.715293, 0.393987, 5.468917], [1.575761, -1.407629, 5.761920], [-5.655327, -0.884017, 6.466815], [12.192608, -1.209319, -7.517078], [-1.228439, -2.657750, -5.504367], [13.327257, -1.379500, -9.740873], [0.814735, -1.095645, 3.340382], [-0.956711, -0.848577, 1.885962], [3.544971, 0.495512, -4.985686], [-7.529440, -2.005443, 9.066534], [-1.474140, -1.607442, 2.473684], [-1.277679, 1.134341, 6.712498], [-2.939144, -1.471942, -1.189479], [-2.892587, 0.440984, 8.668508], [-1.807749, 2.436766, -2.794403], [-0.813900, -2.528866, -4.501106], [4.759992, 0.634281, -6.708370], [-1.345094, -0.460089, 8.816688], [-1.566470, -2.515942, -1.651599], [-1.576936, 3.580984, -0.815724], [-2.015709, 1.945574, 6.702940], [-7.782540, -1.715296, 5.693871], [-0.162361, 2.973830, -6.730959], [2.506661, 2.778915, -5.798467], [-1.085314, 3.898863, -1.738989], [13.680615, -3.161548, -8.001074]], "forces_ev_per_angstrom": [[-1.651, -0.775, -0.210], [0.029, 0.120, -0.025], [0.092, 0.035, -0.035], [-0.034, -0.062, -0.061], [3.023, 0.624, -1.138], [0.340, -0.341, -0.152], [-0.071, -2.942, 1.704], [0.294, -0.029, -0.044], [-0.123, -0.185, 0.168], [0.048, 0.008, 0.006], [0.120, 0.082, -0.050], [-0.974, -0.022, 0.415], [-0.030, -0.086, -0.010], [0.048, -0.051, 0.109], [0.127, -0.071, 0.271], [0.007, -0.034, 0.110], [1.475, -2.911, 1.877], [-0.005, 0.003, 0.104], [0.100, 0.107, 0.252], [0.078, 0.016, -0.066], [0.105, -0.110, 0.119], [0.069, 0.016, 0.061], [-0.050, -0.300, -0.030], [0.312, -0.059, -0.408], [-3.180, 2.540, -2.038], [-0.143, 0.135, 0.319], [0.115, 0.378, 0.348], [-0.056, 0.002, 0.030], [-0.046, 0.022, -0.386], [1.862, -4.092, -2.339], [0.483, -0.219, 1.157], [1.949, 2.081, -1.817], [0.076, 0.018, -0.013], [-1.912, 1.521, -1.522], [1.239, 3.932, -0.735], [-0.044, -0.129, -0.212], [0.965, 0.051, 0.652], [1.459, -0.093, -0.416], [0.029, 0.081, -0.116], [0.011, 0.025, -0.056], [0.034, -0.153, -0.209], [-1.004, -0.781, -0.693], [0.060, 0.133, -0.039], [-0.107, -0.020, -0.136], [-0.370, 0.176, 0.356], [-0.186, 0.008, -0.173], [0.718, -0.285, 1.540], [-1.211, 0.801, 0.200], [0.006, -0.029, -0.076], [0.195, 0.141, -0.115], [-1.103, 0.510, -1.637], [-1.315, -0.017, 2.790], [-1.037, -1.139, -0.466], [0.234, 0.042, 0.152], [-3.731, -2.598, 2.195], [0.868, 1.275, 1.348], [-0.057, -0.014, -0.067], [-0.327, 0.008, 0.149], [0.014, 0.137, -0.063], [-0.017, 0.008, 0.068], [-0.308, -0.292, -0.268], [0.053, -0.286, -0.009], [-0.701, 0.179, 0.067], [0.111, -0.013, -0.024], [0.217, -0.139, 0.414], [1.310, 2.229, -2.083], [0.016, 0.022, -0.081], [0.765, -0.434, 2.131], [-0.251, -0.314, -0.449], [0.476, -0.375, -1.076], [0.032, 0.012, 0.167], [-0.141, -0.049, -0.101], [0.175, 0.500, -0.257], [-1.109, 1.376, 1.290], [0.005, 0.092, 0.134], [-1.337, 2.469, -1.491], [0.181, 0.087, 0.158], [0.094, 0.193, 0.040], [0.064, 0.024, 0.122], [2.714, -1.328, 1.224], [0.702, -0.995, -0.918], [-0.223, -0.408, -0.253], [-0.643, -0.045, 0.318]], "energy_ev": -134148.344, "fmax_ev_per_a": 5.068, "orbital_gap_ev": 2.29, "total_charge": -2}